1.
Below is a molecular structure, C48H51BrF5N2O4ReSe2, with properties calculated with ωB97M-V/def2-TZVPD.

Results
Expectation value of S²: 3.772
Kohn-Sham gap (spin up / spin down): 7.705 / 6.585 eV
2S+1: 4
Maximum force: 0.641 eV/A
Net charge: +1
E: -278222.08784 eV

Element x y z (Å)
1 Re -0.26291 -0.21221 0.59038
2 C 3.79142 5.95972 -0.20796
3 C 2.88094 5.70304 -1.41775
4 C 1.72552 6.71176 -1.40961
5 C 3.69752 5.91238 -2.69291
6 C 2.32396 4.28388 -1.31795
7 C 1.53907 3.92600 -0.23161
8 C 1.06848 2.62740 -0.13375
9 Se 0.08464 2.11013 1.42788
10 C -1.75780 2.51193 1.05411
11 C -2.39061 3.53912 1.72194
12 C -3.75307 3.73311 1.51536
13 C -4.40106 2.86108 0.64124
14 C -3.78374 1.80543 -0.03224
15 C -2.42022 1.63185 0.20449
16 O -1.69836 0.63197 -0.38120
17 C -4.55934 0.85885 -0.95123
18 C -4.51244 -0.56632 -0.38033
19 C -6.03078 1.25941 -1.07502
20 C -3.94861 0.89059 -2.36080
21 C -4.47603 4.85575 2.25689
22 C -5.96206 4.91620 1.90351
23 C -3.83355 6.20065 1.89203
24 C -4.34358 4.61723 3.76784
25 C 1.37463 1.63252 -1.05825
26 O 0.96668 0.36243 -0.85255
27 C 2.13255 1.98014 -2.18872
28 C 2.58533 3.29385 -2.26825
29 C 2.41356 0.95958 -3.29471
30 C 1.07437 0.50426 -3.89334
31 C 3.18756 -0.24428 -2.73730
32 C 3.24639 1.55828 -4.42970
33 H 4.25652 6.94305 -0.29011
34 H 4.58397 5.21163 -0.15209
35 H 3.23135 5.93279 0.72795
36 H 2.11631 7.72862 -1.46744
37 H 1.12918 6.63869 -0.49922
38 H 1.06305 6.55217 -2.26187
39 H 4.07881 6.93361 -2.71163
40 H 3.09292 5.76937 -3.59014
41 H 4.55596 5.24034 -2.74062
42 H 1.28408 4.64844 0.53415
43 H -1.82697 4.17650 2.39097
44 H -5.45596 3.00585 0.47663
45 H -4.99174 -0.60611 0.59920
46 H -3.49027 -0.93062 -0.27222
47 H -5.04554 -1.24739 -1.04627
48 H -6.55182 1.20523 -0.11807
49 H -6.52774 0.57037 -1.75864
50 H -6.14610 2.26569 -1.48042
51 H -2.90651 0.57545 -2.36269
52 H -3.99448 1.89910 -2.77504
53 H -4.51184 0.22955 -3.02185
54 H -6.11950 5.10504 0.84008
55 H -6.42944 5.73190 2.45552
56 H -6.48156 3.99562 2.17550
57 H -3.89866 6.38522 0.81851
58 H -2.78155 6.23712 2.17858
59 H -4.34620 7.01256 2.40963
60 H -4.77098 3.65302 4.04788
61 H -4.87285 5.39749 4.31674
62 H -3.30154 4.63156 4.09019
63 H 3.17244 3.56640 -3.12964
64 H 0.42113 0.08349 -3.13265
65 H 1.24711 -0.24718 -4.66699
66 H 0.55498 1.34710 -4.35291
67 H 2.63199 -0.76140 -1.95601
68 H 4.14515 0.07496 -2.32158
69 H 3.39296 -0.95129 -3.54319
70 H 2.74657 2.40629 -4.90022
71 H 3.39628 0.79796 -5.19703
72 H 4.23199 1.87832 -4.08791
73 C -0.97176 -2.16863 -1.83105
74 O -0.22899 -2.06378 -0.59055
75 C 0.88749 -2.86849 -0.42633
76 C 1.19622 -3.92750 -1.25371
77 C 2.29252 -4.71789 -0.92186
78 Br 2.73110 -6.16372 -2.04282
79 C 3.05281 -4.47106 0.20414
80 C 2.75918 -3.37483 1.01407
81 C 1.68591 -2.57536 0.66837
82 O 1.32482 -1.44846 1.42424
83 C 3.53014 -3.15477 2.24630
84 N 4.00171 -4.11982 2.96987
85 C 4.61898 -3.49796 4.04761
86 C 5.27684 -4.06258 5.13925
87 C 5.80188 -3.20347 6.08053
88 C 5.68267 -1.80968 5.95033
89 C 5.02782 -1.23438 4.87935
90 C 4.49733 -2.11043 3.93899
91 N 3.74753 -1.89777 2.78735
92 H -1.44058 -3.14946 -1.87460
93 H -0.29615 -2.00641 -2.66814
94 H -1.72439 -1.38688 -1.79426
95 H 0.60587 -4.15864 -2.12627
96 H 3.87800 -5.11235 0.47705
97 H 1.38705 -1.64344 2.37745
98 H 5.36962 -5.13557 5.23065
99 H 6.31994 -3.60601 6.93980
100 H 6.11196 -1.17172 6.71082
101 H 4.94256 -0.16023 4.78060
102 H 3.75207 -1.04195 2.25556
103 F 1.87291 -1.35348 7.24525
104 C 1.11483 -1.29381 6.16254
105 C 0.54586 -0.08796 5.78324
106 F 0.77279 1.00580 6.50147
107 C -0.26052 -0.03296 4.66024
108 F -0.80441 1.14639 4.33884
109 C -0.51572 -1.15598 3.88594
110 Se -1.71494 -1.09680 2.39044
111 C 0.08733 -2.34652 4.27622
112 F -0.08412 -3.45701 3.54742
113 C 0.88725 -2.43266 5.40554
114 F 1.42848 -3.58917 5.76159

2.
Below is a molecular structure, C48H52ErN7O9, with properties calculated with ωB97M-V/def2-TZVPD.

Results
Expectation value of S²: 3.752
Kohn-Sham gap (spin up / spin down): 5.610 / 5.609 eV
2S+1: 4
Maximum force: 3.401 eV/A
Net charge: -2
E: -107107.49651 eV

Element x y z (Å)
1 Er -3.93841 -15.12477 17.42534
2 C 2.03820 -13.94746 20.61883
3 C 1.42571 -15.04910 19.80412
4 C 0.37643 -14.54129 18.87717
5 C 0.11719 -13.28680 18.40517
6 C 0.87186 -11.99666 18.55378
7 C 1.73293 -11.70145 17.30539
8 C -0.97512 -13.39972 17.45123
9 C -1.47177 -12.35225 16.70146
10 C -2.66642 -12.27357 15.91259
11 C -3.16860 -11.17189 15.14923
12 C -2.58238 -9.85225 15.13099
13 C -2.93527 -8.86631 16.29087
14 C -4.36170 -11.62128 14.52603
15 C -4.56353 -13.00282 14.92404
16 C -5.48394 -13.87377 14.29668
17 C -5.69567 -15.25720 14.46825
18 N -4.79441 -15.99523 15.17494
19 C -5.29060 -17.26059 15.25497
20 C -4.59565 -18.40032 15.80933
21 C -3.33068 -18.32486 16.38045
22 N -2.68825 -17.18166 16.82723
23 C -1.62964 -17.62159 17.55484
24 C -0.68934 -16.86963 18.31449
25 C -0.56938 -15.44511 18.20051
26 N -1.38724 -14.76266 17.38219
27 C -1.50304 -19.04262 17.50563
28 C -2.54334 -19.50202 16.73168
29 C -2.90921 -20.93964 16.51126
30 C -1.99534 -21.57662 15.47466
31 C -0.34507 -19.77284 18.12404
32 C -0.64237 -20.12304 19.57157
33 C -6.51551 -17.35787 14.51635
34 C -6.85746 -16.05477 14.12243
35 C -8.15701 -15.46588 13.68013
36 C -8.84756 -14.68854 14.83461
37 C -7.30398 -18.60281 14.26815
38 C -6.46672 -19.56881 13.45700
39 N -3.58064 -13.35200 15.83779
40 C -5.33247 -10.81422 13.72092
41 C -5.24989 -10.99308 12.17490
42 H 2.68291 -14.47645 21.34903
43 H 1.16854 -13.37001 21.09832
44 H 2.63385 -13.23916 20.04993
45 H 0.94196 -15.73917 20.52636
46 H 2.16779 -15.56213 19.20182
47 H 1.40682 -11.75849 19.50573
48 H 0.04409 -11.18600 18.64060
49 H 2.67472 -12.30919 17.38617
50 H 2.00137 -10.62978 17.24639
51 H 1.20772 -11.89828 16.40584
52 H -0.84177 -11.48167 16.68974
53 H -2.82231 -9.49343 14.09756
54 H -1.43874 -9.92360 15.07153
55 H -2.48656 -9.34827 17.17353
56 H -4.00416 -8.68173 16.34248
57 H -2.41350 -7.86569 16.17929
58 H -6.10288 -13.32508 13.63209
59 H -5.06467 -19.35926 15.60497
60 H -0.04034 -17.35731 19.06541
61 H -3.94829 -20.96205 16.14987
62 H -2.77653 -21.54373 17.44795
63 H -1.72672 -20.87638 14.67049
64 H -2.42344 -22.48517 15.10543
65 H -1.02161 -21.80775 15.94619
66 H 0.57455 -19.17013 18.13251
67 H -0.09522 -20.62687 17.50247
68 H -0.72095 -19.21190 20.18294
69 H 0.12227 -20.75778 20.04827
70 H -1.56279 -20.69292 19.74639
71 H -8.80354 -16.31877 13.44634
72 H -8.02905 -14.86857 12.80097
73 H -9.07052 -15.31765 15.74803
74 H -9.82368 -14.22284 14.60427
75 H -8.25600 -13.83876 15.19948
76 H -8.30439 -18.41855 13.80423
77 H -7.63266 -19.05765 15.25894
78 H -6.37121 -19.42785 12.42451
79 H -6.74576 -20.60820 13.72866
80 H -5.43643 -19.43529 13.77774
81 H -5.15142 -9.73953 13.92767
82 H -6.42597 -10.99391 13.99449
83 H -4.38556 -10.53939 11.62599
84 H -6.13852 -10.52262 11.85852
85 H -5.29717 -11.98428 11.82751
86 O -0.10195 -15.34260 23.30714
87 C -1.01986 -16.12035 23.11927
88 O -1.17176 -17.28500 23.60728
89 C -2.10608 -15.83923 22.12058
90 C -2.99896 -16.89816 21.70761
91 C -3.81103 -16.63237 20.60364
92 N -3.72335 -15.50925 19.89877
93 C -3.14680 -14.46045 20.49608
94 C -2.32379 -14.54367 21.58331
95 C -3.20785 -13.18115 19.80502
96 O -2.88053 -12.17121 20.43627
97 O -3.70352 -13.24734 18.59904
98 H -2.87716 -17.92891 22.07914
99 H -4.45712 -17.37594 20.18328
100 H -1.88023 -13.63583 22.01259
101 O -10.29552 -13.54306 19.43572
102 C -9.68352 -14.22799 18.46301
103 O -10.32967 -14.98934 17.73142
104 C -8.25664 -13.94360 18.26545
105 C -7.63112 -12.72156 18.44724
106 N -6.29743 -12.85125 18.19960
107 N -6.01080 -14.14021 17.87293
108 C -7.16937 -14.77896 17.83535
109 C -6.89889 -16.26569 17.61923
110 O -7.78735 -17.08102 17.34680
111 O -5.65969 -16.51791 17.83048
112 H -9.65882 -13.00354 20.00644
113 H -8.00178 -11.85196 19.00355
114 H -5.63828 -12.07971 18.42698
115 O -4.61251 -10.53704 18.93424
116 H -4.87816 -9.88472 19.61004
117 H -3.87022 -11.07099 19.33393